2 unconnected molecules or ions with the total composition C6H14NP in a non-equilibrium geometry. Source: the OMol25 dataset; level of theory: ωB97M-V/def2-TZVPD.

XYZ file:
```
22
Properties=species:S:1:pos:R:3:forces:R:3:mulliken_charge:R:1
H -2.66370 0.15415 1.54102 -0.4 0.0 0.6 0.3515
P 1.45211 0.53502 0.78784 -0.5 0.4 2.5 -0.0150
C -1.58463 0.37422 -0.23217 -0.8 0.6 -2.3 0.4381
H 3.96630 0.39434 1.29328 -1.7 0.5 -1.7 0.2767
N -0.93907 -0.87166 -0.34666 4.7 -0.5 0.7 -0.6044
H 0.67945 -2.71276 -0.80902 0.7 -0.1 -0.9 0.3238
C 1.10082 -0.81001 -0.15962 -4.6 -2.1 -0.7 0.3833
C -2.85957 0.10982 -1.12326 -1.7 1.1 2.6 -1.2325
C -1.94074 0.84856 1.15317 3.2 -4.0 0.6 -1.0827
H 0.90350 1.38043 -0.13230 -0.3 1.2 -0.5 -0.0709
C 3.17794 0.86621 0.56669 3.1 2.2 -0.3 -0.9852
H -0.98810 1.22859 -0.64887 -0.2 -0.7 -0.2 0.2478
C 1.55386 -2.19267 -0.39933 1.1 0.7 0.3 -0.7780
H -2.29437 1.77055 0.96687 -1.2 3.4 0.4 0.3527
H -3.68608 -0.26161 -0.39698 1.6 -0.7 -1.3 0.2262
H 1.80428 -2.80568 0.49317 0.1 0.7 -0.1 0.2379
H -2.56626 -0.49556 -1.95611 -0.5 -0.5 -0.3 0.3860
H 2.54220 -2.00945 -0.97750 -1.7 -1.2 0.3 0.2397
H 3.40025 1.99752 0.62033 -0.7 -1.5 0.5 0.3218
H 3.33615 0.77876 -0.52241 0.8 -0.8 0.5 0.3252
H -0.93123 0.74084 1.69416 -1.9 0.8 -0.1 0.2914
H -3.46310 0.98040 -1.41230 0.9 0.5 -0.5 0.3665
```
Positions in Å, forces in eV/Å.

Values from the calculation:
Multiplicity: 1
LUMO energy (spin up / spin down), eV: 0.2 / 0.2
HOMO-LUMO gap (spin up / spin down), eV: 9.17 / 7.28
E_tot, eV: -17220.5672
Total charge: 0
Relative energy (zero: lowest compared OMol25 entry of this formula, charge and spin), kcal/mol: 126.9